[1]
6
Properties=species:S:1:pos:R:3:forces:R:3 method="wB97M-V/def2-TZVPD" multiplicity=1 energy_ha=-2751.0177 lumo_ev="-0.374 / -0.884" largest_force_ev_per_a=3.9 gap_ha="0.2873 / 0.2616" de_lowest_ev=6.1506 homo_ev="-8.19 / -8.00"
C 0.2933 -0.5981 0.5321 0.234 1.166 0.183
C -2.7751 0.6369 1.0089 2.064 1.987 2.574
F 0.0783 -1.0431 -0.7018 -0.149 -0.560 0.187
Br -3.6530 -0.2481 -0.1216 -1.953 -2.019 -2.578
H 0.2146 -1.1609 1.4312 -0.310 -1.111 -0.114
H 0.5600 0.4302 0.6061 0.113 0.537 -0.252

---

[2]
6
Properties=species:S:1:pos:R:3:forces:R:3 method="wB97M-V/def2-TZVPD" multiplicity=1 energy_ha=-2949.0124 lumo_ev=0.638 largest_force_ev_per_a=1.4 gap_ha=0.3913 de_lowest_ev=1.4636 smiles=C#CBr.I homo_ev=-10.01
C 0.9075 -1.1046 -0.3551 -0.734 0.768 0.865
C 0.1528 -1.6798 -1.0880 -0.045 -0.328 -0.554
Br -0.9193 -2.5114 -2.2678 0.168 -0.021 0.076
H 1.0957 -0.4165 0.4538 0.611 -0.407 -0.395
I 1.1270 3.6450 -1.0440 -0.091 -0.182 -0.527
H 1.3791 4.0815 0.4519 0.091 0.169 0.535

---

[3]
8
Properties=species:S:1:pos:R:3:forces:R:3 method="wB97M-V/def2-TZVPD" multiplicity=1 energy_ha=-3544.4668 lumo_ev=-1.296 largest_force_ev_per_a=3.2 gap_ha=0.2989 de_lowest_ev=0.0000 homo_ev=-9.43
C 0.4880 0.0799 0.3461 -1.284 -1.399 2.536
C 1.0319 1.3892 0.7000 0.240 2.174 0.759
Br 1.6986 -1.4933 0.5781 -0.562 0.812 0.327
I -0.5998 2.8537 0.0957 0.927 -0.744 0.091
I 2.8906 1.8976 -0.2778 -0.614 -0.094 0.434
I 1.0642 1.6275 2.9496 0.381 -0.257 -1.307
H 0.2056 -0.0515 -0.6432 -0.436 0.248 -1.891
H -0.4485 0.0215 1.0067 1.349 -0.741 -0.948

---

[4]
8
Properties=species:S:1:pos:R:3:forces:R:3 method="wB97M-V/def2-TZVPD" multiplicity=1 energy_ha=-2815.6279 lumo_ev=0.254 largest_force_ev_per_a=7.3 gap_ha=0.3782 de_lowest_ev=1.3771 homo_ev=-10.04
H -1.0042 -2.1493 0.1396 -0.734 -0.732 -0.278
N -0.2047 -1.6218 -0.1468 -0.956 7.179 1.153
C -0.6581 -0.2943 -0.0049 2.410 -5.405 -0.874
Br -2.4668 0.1197 0.0172 -0.599 0.368 0.201
N 0.1770 0.8120 0.0310 0.831 1.443 0.450
C 1.5238 0.7081 0.1277 0.122 -1.195 -1.433
N 2.6403 0.5821 -0.1252 0.136 0.224 0.783
H -0.0073 1.8435 -0.0386 -1.210 -1.883 -0.002

---

[5]
9
Properties=species:S:1:pos:R:3:forces:R:3 method="wB97M-V/def2-TZVPD" multiplicity=1 energy_ha=-2890.8237 lumo_ev=-0.713 largest_force_ev_per_a=3.6 gap_ha=0.3355 de_lowest_ev=0.0000 smiles="O=C1CN(Br)N=N1" homo_ev=-9.84
O -1.5905 1.4122 -1.1845 0.798 0.244 -0.175
C -0.9832 0.6506 -0.4962 0.791 0.702 0.620
C 0.5551 0.3795 -0.2577 1.017 1.482 -3.092
N 0.4814 -0.7741 0.5355 -0.225 -1.329 0.374
Br 1.8564 -1.5868 1.5153 -0.857 0.602 -0.624
N -0.8021 -1.0784 0.8281 1.321 -0.880 1.020
N -1.6042 -0.3259 0.2668 -1.871 -0.577 0.080
H 0.8167 0.2126 -1.4233 0.152 0.030 2.626
H 1.2706 1.1102 0.2160 -1.124 -0.273 -0.830

---

[6]
8
Properties=species:S:1:pos:R:3:forces:R:3 method="wB97M-V/def2-TZVPD" multiplicity=1 energy_ha=-2856.4544 lumo_ev=-1.017 largest_force_ev_per_a=3.3 gap_ha=0.3685 de_lowest_ev=5.2501 smiles="C#C[N+](=O)[O-].Br" homo_ev=-11.04
C -0.7406 0.4696 -1.0589 2.579 -1.197 -0.104
C 0.2545 -0.1758 -1.3374 -2.929 1.470 0.440
N 1.3174 -1.0260 -1.6173 -0.011 -0.977 1.239
O 1.2280 -2.1598 -1.1534 0.020 0.541 -0.572
O 2.2658 -0.5503 -2.1776 0.628 0.151 -0.676
H -1.4512 1.1170 -0.6036 -0.297 -0.007 -0.291
Br 0.1728 -1.2851 2.6525 -0.022 -0.149 -0.044
H -0.0040 -2.6497 2.2823 0.031 0.168 0.007

---

[7]
8
Properties=species:S:1:pos:R:3:forces:R:3 method="wB97M-V/def2-TZVPD" multiplicity=3 energy_ha=-2856.4111 lumo_ev="0.385 / -3.416" largest_force_ev_per_a=6.5 gap_ha="0.2503 / 0.2853" de_lowest_ev=0.0413 homo_ev="-6.42 / -11.18" s_squared=2.01
C 0.1488 0.1180 -0.0308 -3.944 -0.103 -0.003
C 3.6482 -1.1066 -0.0357 -1.495 2.490 0.131
N 1.4305 0.1284 -0.0153 5.979 -2.468 -0.062
O 2.2562 -1.0897 -0.0435 -0.440 0.635 0.052
O 4.3249 -2.0555 -0.0162 -0.335 -0.584 -0.073
Br 4.3224 0.7228 -0.0192 -0.067 -0.404 -0.029
H -0.3345 1.0726 -0.0220 -0.158 0.291 -0.005
H -0.4389 -0.7999 -0.0852 0.461 0.143 -0.011

---

[8]
9
Properties=species:S:1:pos:R:3:forces:R:3 method="wB97M-V/def2-TZVPD" charge=+1 multiplicity=1 energy_ha=-944.9126 lumo_ev=-6.397 largest_force_ev_per_a=2.1 gap_ha=0.1801 de_lowest_ev=0.0922 homo_ev=-11.30
C 0.4602 -0.4751 1.0370 -1.390 -1.162 -0.542
C -0.5481 -1.2478 0.6035 0.262 1.391 0.585
O 0.8010 0.6324 0.2505 0.537 2.012 -0.027
H 1.0823 -0.5734 1.9394 0.012 -0.064 -0.219
F -1.0339 0.7207 -3.6842 0.392 -0.083 1.462
H -0.7421 -2.0900 1.2822 -0.134 0.128 -0.378
Li -0.6071 0.1061 -2.1463 -0.037 -0.572 -0.989
Ca 2.1911 2.0555 0.4396 -0.113 -0.481 -0.250
Li -1.6034 0.8715 0.2783 0.472 -1.169 0.357

---

[9]
9
Properties=species:S:1:pos:R:3:forces:R:3 method="wB97M-V/def2-TZVPD" charge=+1 multiplicity=2 energy_ha=-809.9579 lumo_ev="-4.883 / -4.865" largest_force_ev_per_a=5.1 gap_ha="0.2070 / 0.2097" homo_ev="-10.52 / -10.57" s_squared=0.75
F 1.9231 0.8745 -0.1369 -2.451 -0.874 0.946
C 0.8030 -0.0262 -0.1518 2.027 -1.189 -4.504
C 1.2703 -1.3534 0.1601 -0.468 0.843 1.759
H 1.0470 -2.1228 -0.5892 -0.332 0.404 0.369
H 2.2883 -1.4240 0.5866 -0.322 -0.046 -0.103
O -0.3341 1.0255 0.8646 -0.979 0.055 2.998
O -1.7545 0.5995 0.9805 0.222 0.032 -1.012
Li -1.7658 0.9645 -1.0432 0.911 -0.166 0.653
Ce -0.7425 -0.9861 1.8983 1.392 0.940 -1.109

---

[10]
8
Properties=species:S:1:pos:R:3:forces:R:3 method="wB97M-V/def2-TZVPD" charge=+2 multiplicity=1 energy_ha=-1106.4210 lumo_ev=-11.363 largest_force_ev_per_a=5.5 gap_ha=0.3823 de_lowest_ev=2.1398 homo_ev=-21.77
C -1.7683 0.7473 0.2559 -1.142 -0.967 -1.205
C 1.4627 -0.0693 0.1178 4.161 -3.202 1.470
N -0.8227 0.3039 -0.2899 -1.614 2.080 -1.153
N 1.2727 -1.1938 -0.1670 -0.696 1.124 0.290
Cl -3.2925 1.0570 0.7700 2.362 -0.184 -0.221
Cl 2.5762 0.9751 0.8283 -2.091 -0.515 -1.190
H -0.2558 0.3343 -1.2169 -1.785 0.068 1.961
H 0.8277 -2.1545 -0.2982 0.804 1.595 0.049

---

[11]
9
Properties=species:S:1:pos:R:3:forces:R:3 method="wB97M-V/def2-TZVPD" multiplicity=1 energy_ha=-1469.0513 lumo_ev="-0.479 / -0.479" largest_force_ev_per_a=3.0 gap_ha="0.2905 / 0.2905" de_lowest_ev=3.8187 homo_ev="-8.38 / -8.38"
C 2.4318 -0.1860 -0.7358 -0.647 0.493 -0.280
C -1.8791 0.3414 0.0969 1.084 0.979 0.578
N 1.6876 0.6518 -0.4810 1.008 -0.136 -0.269
O 0.1436 -1.4632 0.6451 0.566 -2.012 -0.490
P -0.2924 -0.0862 0.5671 -2.258 1.484 1.282
Cl -2.7429 -0.8203 -0.7863 -0.283 -0.263 -0.413
Cl -2.5355 1.9954 0.0455 0.709 -1.090 0.147
H 3.0144 -1.0072 -1.0809 0.251 -0.114 0.147
H 0.1724 0.5743 1.7295 -0.430 0.658 -0.701

---

[12]
8
Properties=species:S:1:pos:R:3:forces:R:3 method="wB97M-V/def2-TZVPD" multiplicity=1 energy_ha=-1148.0461 lumo_ev="-1.137 / -1.146" largest_force_ev_per_a=2.6 gap_ha="0.3233 / 0.3168" de_lowest_ev=7.0794 homo_ev="-9.94 / -9.77"
C -0.5517 -0.1043 0.3486 -0.946 2.013 -1.271
C 0.8714 -0.4443 -0.1680 -1.286 0.615 -0.504
O -1.5718 0.7113 0.3152 1.242 -0.833 0.077
O -1.8489 1.8743 -0.2463 1.258 -0.276 -0.387
Cl 2.0702 0.5107 0.7886 -0.508 -0.910 -0.261
Cl 1.1412 -0.1113 -1.9234 -0.323 -0.240 0.865
H -0.9628 -0.8571 0.9132 -0.307 -2.098 1.477
H 0.8524 -1.5793 -0.0280 0.869 1.729 0.004